Record 1
{
  "formula": "C2H5OPS",
  "method": "ωB97M-V with the def2-TZVPD basis set",
  "multiplicity": 3,
  "e_above_lowest_ev": 4.0181,
  "charge": 0,
  "homo_energy_ev": [-7.30, -9.35],
  "gap_ev": [6.64, 8.93],
  "elements": ["C", "C", "O", "P", "S", "H", "H", "H", "H", "H"],
  "xyz": [[0.262, 0.259, 1.156], [-0.817, 0.748, -1.227], [-1.759, 0.459, 1.349], [0.754, 0.151, 2.804], [0.767, 0.505, -0.384], [-0.813, 1.710, -1.729], [-1.543, 0.717, -0.391], [-0.968, -0.059, -1.937], [1.719, -0.859, 2.674], [-0.291, -0.642, 3.230]]
}

***

Record 2
{
  "formula": "C5H11NO",
  "method": "ωB97M-V with the def2-TZVPD basis set",
  "e_above_lowest_ev": 0.3400,
  "smiles": "CC[C@@H](C)NC=O",
  "charge": 0,
  "homo_energy_ev": -9.69,
  "gap_ev": 10.58,
  "elements": ["C", "C", "C", "C", "N", "C", "O", "H", "H", "H", "H", "H", "H", "H", "H", "H", "H", "H"],
  "xyz": [[-1.808, -0.183, -1.298], [-1.276, -0.010, 0.121], [0.243, 0.263, 0.178], [0.572, 1.516, 0.991], [0.957, -0.903, 0.687], [2.094, -1.376, 0.116], [2.609, -0.932, -0.892], [-1.644, 0.728, -1.885], [-1.303, -1.007, -1.811], [-2.883, -0.391, -1.295], [-1.812, 0.811, 0.612], [-1.500, -0.912, 0.705], [0.635, 0.396, -0.835], [0.173, 2.406, 0.490], [0.124, 1.467, 1.991], [1.654, 1.639, 1.098], [0.661, -1.306, 1.564], [2.511, -2.242, 0.666]]
}

***

Record 3
{
  "formula": "C9H15N3",
  "method": "ωB97M-V with the def2-TZVPD basis set",
  "e_above_lowest_ev": 1.2142,
  "smiles": "Cc1nc(C)c(N(C)C)nc1C",
  "charge": 0,
  "homo_energy_ev": -8.40,
  "gap_ev": 9.31,
  "elements": ["C", "C", "N", "C", "C", "C", "N", "C", "C", "N", "C", "C", "H", "H", "H", "H", "H", "H", "H", "H", "H", "H", "H", "H", "H", "H", "H"],
  "xyz": [[-2.952, -2.009, 0.652], [-1.741, -1.127, 0.261], [-1.981, 0.157, -0.037], [-0.917, 0.910, -0.393], [-1.187, 2.324, -0.842], [0.476, 0.445, -0.423], [1.554, 1.349, -0.638], [1.924, 2.009, 0.667], [2.749, 0.833, -1.372], [0.695, -0.738, 0.106], [-0.389, -1.554, 0.381], [-0.091, -2.932, 0.918], [-3.750, -1.306, 0.729], [-2.831, -2.463, 1.716], [-3.176, -2.710, -0.141], [-0.491, 3.046, -0.507], [-1.003, 2.336, -1.991], [-2.232, 2.646, -0.652], [1.174, 2.687, 1.137], [2.245, 1.330, 1.425], [2.726, 2.661, 0.387], [2.413, 0.534, -2.402], [3.475, 1.562, -1.415], [3.193, -0.030, -0.725], [-0.220, -3.591, 0.118], [0.914, -3.110, 1.191], [-0.574, -3.260, 1.851]]
}

***

Record 4
{
  "formula": "C25H19BCl2F2FeN9O2",
  "method": "ωB97M-V with the def2-TZVPD basis set",
  "multiplicity": 6,
  "e_above_lowest_ev": 17.3153,
  "charge": 0,
  "homo_energy_ev": [-7.83, -8.47],
  "gap_ev": [7.44, 5.58],
  "elements": ["Fe", "C", "C", "N", "N", "C", "B", "N", "C", "C", "C", "N", "N", "C", "C", "C", "N", "N", "C", "C", "C", "N", "H", "H", "H", "H", "H", "H", "H", "H", "H", "H", "H", "H", "F", "C", "C", "C", "C", "C", "F", "C", "C", "C", "C", "C", "C", "N", "H", "H", "H", "H", "H", "H", "Cl", "C", "Cl", "C", "O", "O", "H"],
  "xyz": [[0.319, -0.240, 0.989], [-2.871, -2.380, -1.328], [-2.544, -1.474, -0.307], [-1.270, -1.127, -0.382], [-0.745, -1.796, -1.429], [-1.692, -2.549, -2.019], [0.665, -1.312, -1.810], [0.579, -0.086, -2.748], [1.114, 0.216, -3.960], [0.655, 1.455, -4.334], [-0.168, 1.845, -3.265], [-0.205, 0.919, -2.325], [1.475, -0.989, -0.611], [2.478, -3.418, -0.781], [2.458, -3.443, 1.874], [1.327, -2.967, 2.365], [0.745, -2.123, 1.426], [1.324, -2.478, -2.691], [1.198, -2.829, -3.969], [1.999, -3.941, -4.240], [2.610, -4.251, -3.051], [2.176, -3.361, -2.124], [-3.820, -2.850, -1.519], [-3.171, -1.075, 0.475], [-1.466, -3.156, -2.882], [1.839, -0.403, -4.454], [0.898, 1.998, -5.231], [-0.727, 2.758, -3.136], [3.027, -4.265, -0.414], [3.222, -4.157, 2.138], [0.851, -3.130, 3.323], [0.532, -2.286, -4.615], [2.118, -4.442, -5.184], [3.312, -5.019, -2.777], [-3.507, -1.766, 4.397], [-2.908, -0.775, 3.707], [-1.825, -1.079, 2.903], [-1.215, -0.059, 2.195], [-1.701, 1.257, 2.281], [-2.791, 1.498, 3.106], [-3.295, 2.745, 3.224], [-3.414, 0.502, 3.832], [-0.968, 2.261, 1.488], [-1.162, 3.636, 1.476], [-0.304, 4.423, 0.724], [0.733, 3.840, 0.015], [0.867, 2.465, 0.058], [0.019, 1.712, 0.754], [-1.497, -2.107, 2.828], [-4.262, 0.719, 4.466], [-1.953, 4.080, 2.058], [-0.437, 5.497, 0.712], [1.436, 4.432, -0.554], [1.673, 1.941, -0.437], [2.103, -2.200, 0.358], [3.786, -1.378, 0.448], [1.999, 0.337, 2.549], [4.208, -0.204, -0.384], [5.260, -0.831, -0.761], [3.758, 0.886, -0.599], [4.328, -1.827, 1.263]]
}

***

Record 5
{
  "formula": "C15H32ClFN4O7",
  "method": "ωB97M-V with the def2-TZVPD basis set",
  "smiles": "C[C@H](Cl)COC(=O)OC[C@@H](C)F.CC(N)=O.CC(N)=O.CC(N)=O.CC(N)=O",
  "charge": 0,
  "homo_energy_ev": -9.64,
  "gap_ev": 9.88,
  "elements": ["C", "C", "Cl", "C", "O", "C", "O", "O", "C", "C", "C", "F", "H", "H", "H", "H", "H", "H", "H", "H", "H", "H", "H", "H", "C", "C", "N", "O", "H", "H", "H", "H", "H", "C", "C", "N", "O", "H", "H", "H", "H", "H", "C", "C", "N", "O", "H", "H", "H", "H", "H", "C", "C", "N", "O", "H", "H", "H", "H", "H"],
  "xyz": [[4.279, -0.616, 2.015], [4.489, 0.690, 1.242], [5.692, 1.742, 2.067], [3.221, 1.429, 0.887], [2.509, 1.915, 2.043], [1.328, 1.322, 2.241], [1.210, 0.462, 3.013], [0.251, 1.785, 1.573], [-0.223, 0.909, 0.551], [-0.115, 1.472, -0.867], [0.247, 2.941, -0.951], [0.909, 0.732, -1.524], [5.080, -1.295, 1.714], [3.355, -1.094, 1.689], [4.345, -0.509, 3.093], [4.948, 0.427, 0.291], [3.519, 2.301, 0.304], [2.602, 0.822, 0.225], [0.325, -0.037, 0.573], [-1.264, 0.634, 0.733], [-1.034, 1.315, -1.431], [0.707, 3.096, -1.926], [-0.634, 3.573, -0.862], [0.957, 3.272, -0.195], [-4.964, 1.057, -3.120], [-3.616, 0.453, -2.828], [-3.455, -0.845, -3.154], [-2.702, 1.090, -2.319], [-4.836, 1.894, -3.805], [-5.401, 1.417, -2.190], [-5.646, 0.338, -3.571], [-4.174, -1.410, -3.567], [-2.564, -1.270, -2.966], [-3.638, -4.125, 0.274], [-2.901, -3.341, -0.782], [-1.924, -2.509, -0.328], [-3.156, -3.440, -1.969], [-3.510, -5.188, 0.079], [-4.697, -3.875, 0.224], [-3.274, -3.906, 1.277], [-1.694, -2.407, 0.643], [-1.411, -1.970, -1.006], [4.779, -0.457, -4.599], [4.115, -0.053, -3.304], [2.874, -0.555, -3.093], [4.649, 0.680, -2.489], [5.709, -0.977, -4.374], [4.998, 0.437, -5.181], [4.146, -1.115, -5.195], [2.405, -1.160, -3.741], [2.404, -0.300, -2.240], [-1.522, 0.504, 4.277], [-2.735, 0.578, 5.172], [-2.513, 0.349, 6.496], [-3.850, 0.826, 4.753], [-1.389, 1.462, 3.779], [-1.683, -0.271, 3.529], [-0.615, 0.270, 4.829], [-1.609, 0.142, 6.877], [-3.304, 0.392, 7.116]]
}

***

Record 6
{
  "formula": "C30H26AuN4O5STe",
  "method": "ωB97M-V with the def2-TZVPD basis set",
  "multiplicity": 3,
  "e_above_lowest_ev": 0.0000,
  "charge": 1,
  "homo_energy_ev": [-9.89, -11.10],
  "gap_ev": [6.30, 5.41],
  "elements": ["Au", "C", "O", "C", "C", "C", "C", "C", "C", "N", "N", "C", "C", "C", "C", "O", "C", "N", "C", "C", "C", "C", "H", "H", "H", "H", "H", "H", "H", "H", "H", "H", "H", "H", "N", "C", "C", "C", "C", "C", "C", "S", "O", "O", "O", "H", "H", "H", "H", "H", "H", "C", "Te", "C", "C", "C", "C", "C", "C", "C", "H", "H", "H", "H", "H", "H", "H", "H"],
  "xyz": [[1.153, 0.364, -0.506], [0.308, -8.829, 3.331], [0.396, -8.131, 4.565], [-0.222, -6.945, 4.681], [-0.934, -6.324, 3.650], [-1.546, -5.105, 3.869], [-1.449, -4.508, 5.126], [-0.779, -5.153, 6.177], [-0.145, -6.346, 5.949], [-2.097, -3.314, 5.450], [-2.490, -2.498, 4.626], [-1.995, -1.965, 3.506], [-2.952, -1.428, 2.607], [-2.599, -0.793, 1.458], [-1.237, -0.593, 1.122], [-0.908, 0.002, 0.063], [-0.225, -1.057, 2.081], [1.039, -0.732, 1.788], [1.997, -1.049, 2.634], [1.743, -1.692, 3.846], [0.449, -2.023, 4.167], [-0.587, -1.729, 3.263], [0.878, -9.742, 3.466], [0.745, -8.244, 2.518], [-0.729, -9.077, 3.095], [-1.048, -6.809, 2.692], [-2.157, -4.655, 3.094], [-0.773, -4.694, 7.156], [0.389, -6.863, 6.733], [-3.992, -1.571, 2.859], [-3.346, -0.403, 0.781], [3.005, -0.758, 2.363], [2.555, -1.902, 4.526], [0.237, -2.484, 5.117], [0.699, -2.722, -2.332], [-0.446, -3.200, -1.825], [-1.608, -2.380, -1.794], [-2.730, -2.829, -1.164], [-2.739, -4.102, -0.564], [-1.601, -4.938, -0.636], [-0.472, -4.503, -1.253], [-4.098, -4.624, 0.461], [-3.370, -4.327, 1.715], [-5.182, -3.724, 0.184], [-4.284, -6.024, 0.214], [1.467, -3.358, -2.484], [0.699, -1.877, -2.882], [-1.575, -1.400, -2.253], [-3.633, -2.238, -1.108], [-1.669, -5.920, -0.189], [0.410, -5.126, -1.318], [4.793, 0.861, -0.198], [3.375, 0.382, -1.728], [3.815, 2.373, -2.377], [5.256, 2.548, -1.973], [6.099, 3.427, -2.639], [7.416, 3.571, -2.229], [7.896, 2.831, -1.159], [7.061, 1.945, -0.496], [5.740, 1.802, -0.897], [5.278, -0.041, 0.169], [4.247, 1.340, 0.614], [3.143, 3.049, -1.851], [3.653, 2.462, -3.448], [5.728, 3.998, -3.480], [8.070, 4.254, -2.753], [8.926, 2.935, -0.848], [7.441, 1.359, 0.332]]
}

***

no.,energy (hartree)
1,-893.7210
2,-327.1189
3,-516.1570
4,-4015.5690
5,-1896.5936
6,-2555.5856